No. 1
81
Properties=species:S:1:pos:R:3:lowdin_charge:R:1 method="wB97M-V/def2-TZVPD" charge=0 spin_multiplicity=1 homo_lumo_gap_ev=9.618
C 1.8906 -0.0253 2.5634 -0.10
C 1.5164 0.3348 1.1337 -0.26
C 0.1241 0.9264 0.9662 -0.17
C -1.0498 -0.0388 1.1853 -0.23
O -0.6159 -1.3737 1.4831 -0.27
Si -1.2673 -2.6216 0.6709 0.38
O -0.1890 -3.8537 0.6973 -0.40
Si 1.3431 -3.7723 0.0918 0.43
C 1.4478 -3.0377 -1.6233 -0.86
I 0.2352 -4.2619 -2.9189 0.83
C 2.8997 -3.0001 -2.1249 -0.38
C 3.6056 -1.6993 -1.7475 -0.10
H 2.9022 -0.4307 2.6015 0.07
H 1.2197 -0.7691 2.9848 0.06
H 1.8778 0.8634 3.1947 0.07
H 2.2189 1.0785 0.7632 0.08
H 1.6239 -0.5387 0.4905 0.07
H 0.0258 1.7828 1.6340 0.11
H 0.0415 1.3197 -0.0479 0.10
H -1.6985 0.3065 1.9846 0.09
H -1.6668 -0.0532 0.2820 0.09
H -1.5345 -2.2184 -0.7242 0.00
H -2.5031 -3.0914 1.3220 0.00
H 1.8785 -5.1456 0.0541 -0.01
H 2.1791 -2.9391 0.9870 0.00
H 1.0180 -2.0419 -1.6931 0.03
H 2.9125 -3.1099 -3.2074 0.06
H 3.4539 -3.8482 -1.7153 0.09
H 3.9258 -1.6888 -0.7069 0.07
H 4.4839 -1.5552 -2.3727 0.07
H 2.9575 -0.8369 -1.8924 0.07
C 2.1758 3.0448 -3.0779 -0.02
C 2.5768 3.6027 -1.7316 -0.51
O 2.4735 2.9424 -0.7226 0.06
C 3.0586 5.0265 -1.7115 -0.02
H 1.8276 2.0202 -2.9726 0.08
H 1.3856 3.6594 -3.5139 0.08
H 3.0248 3.0711 -3.7629 0.09
H 2.2525 5.6698 -2.0653 0.06
H 3.9250 5.1436 -2.3654 0.09
H 3.3216 5.3134 -0.6967 0.09
C -0.9174 5.0533 -0.5726 -0.01
C -0.5580 6.5149 -0.6917 -0.49
O 0.4601 6.8828 -1.2301 0.06
C -1.5342 7.4983 -0.0927 -0.02
H -0.1461 4.4344 -1.0242 0.07
H -1.0250 4.7784 0.4781 0.09
H -1.8746 4.8639 -1.0618 0.09
H -1.6595 7.2970 0.9724 0.09
H -2.5116 7.3882 -0.5655 0.08
H -1.1706 8.5124 -0.2343 0.08
C -3.1646 -4.4851 6.4365 -0.03
C -2.9745 -3.8251 5.0899 -0.50
O -3.9136 -3.4273 4.4423 0.06
C -1.5518 -3.6768 4.6073 -0.01
H -4.2230 -4.5308 6.6789 0.08
H -2.7476 -5.4934 6.4208 0.08
H -2.6344 -3.9222 7.2067 0.08
H -1.0689 -4.6529 4.5404 0.09
H -0.9851 -3.0647 5.3111 0.09
H -1.5474 -3.2037 3.6301 0.04
C 1.9119 -2.1609 -8.4197 -0.03
C 2.0970 -2.5191 -6.9634 -0.50
O 2.2930 -1.6743 -6.1225 0.06
C 2.0286 -3.9864 -6.6120 -0.03
H 1.9828 -1.0839 -8.5465 0.08
H 2.6743 -2.6534 -9.0255 0.08
H 0.9383 -2.5086 -8.7692 0.08
H 2.8063 -4.5361 -7.1452 0.09
H 1.0610 -4.4007 -6.8996 0.09
H 2.1635 -4.0993 -5.5405 0.03
C -4.4178 0.0255 3.8126 -0.02
C -4.0143 1.4759 3.9346 -0.50
O -2.9986 1.8990 3.4339 0.06
C -4.9430 2.3730 4.7190 -0.03
H -3.6791 -0.5254 3.2363 0.07
H -4.5100 -0.4255 4.8019 0.09
H -5.3917 -0.0537 3.3267 0.09
H -5.0493 1.9998 5.7388 0.08
H -5.9349 2.3729 4.2640 0.08
H -4.5488 3.3855 4.7391 0.08

=====

No. 2
92
Properties=species:S:1:pos:R:3:lowdin_charge:R:1 method="wB97M-V/def2-TZVPD" charge=0 smiles="CCOP(=O)(OCC)OCC.CCOP(=O)(OCC)OCC.BrCCBr.BrCCBr.BrCCBr.BrCCBr.BrCCBr" spin_multiplicity=1 homo_lumo_gap_ev=10.275
Br -4.5094 4.6606 4.1596 0.52
C -3.8807 3.2744 2.8022 -0.62
C -3.5645 3.8658 1.4417 -0.71
Br -5.0493 4.8142 0.5845 0.58
H -4.6886 2.5562 2.8265 0.04
H -3.0046 2.8393 3.3003 0.03
H -3.2031 3.1844 0.6202 0.00
H -2.8597 4.6772 1.5876 0.03
Br -1.1188 -7.3197 -1.3827 0.55
C -1.8258 -6.0578 -2.7861 -0.65
C -1.5130 -4.6497 -2.3695 -0.71
Br -2.1179 -3.5022 -3.8311 0.62
H -2.9193 -6.1749 -2.8113 0.07
H -1.2404 -6.1461 -3.6668 0.03
H -0.4381 -4.3719 -2.2735 0.04
H -2.0482 -4.2969 -1.4816 0.05
Br -9.5595 -2.9540 1.5085 0.64
C -8.0820 -3.5954 0.4431 -0.68
C -6.8171 -2.8200 0.8760 -0.71
Br -5.2359 -3.1613 -0.1845 0.66
H -8.3758 -3.2671 -0.5696 0.06
H -7.9549 -4.6511 0.5301 0.05
H -6.5751 -2.9736 1.8988 0.04
H -7.0172 -1.7656 0.7355 0.04
Br 0.1887 6.7696 -4.0960 0.62
C -0.6924 5.5227 -2.8467 -0.68
C 0.2977 5.2597 -1.7774 -0.67
Br -0.4005 3.8228 -0.6061 0.72
H -0.8128 4.5775 -3.3898 0.05
H -1.6770 5.9360 -2.6118 0.07
H 0.4608 6.1219 -1.1936 0.04
H 1.2640 4.9142 -2.1473 0.05
Br -3.7374 0.2437 -3.0441 0.67
C -3.1731 0.9897 -1.3547 -0.70
C -2.8845 -0.1801 -0.4771 -0.71
Br -2.0852 0.2392 1.2643 0.68
H -3.9808 1.6039 -0.9132 0.06
H -2.3108 1.6243 -1.6402 0.02
H -2.1771 -0.8027 -1.0256 0.03
H -3.7796 -0.8182 -0.3161 -0.01
C 3.1443 -4.5754 -2.4632 -0.06
C 3.2417 -3.0461 -2.7396 -0.19
O 1.9441 -2.4436 -2.3214 -0.20
P 1.6608 -1.9403 -0.8745 0.39
O 2.8528 -1.4192 -0.0973 -0.26
O 1.0437 -3.2136 -0.1793 -0.19
C 1.2810 -3.4705 1.1982 -0.27
C -0.0177 -3.4487 1.9846 -0.06
O 0.4650 -0.9410 -1.1337 -0.18
C 0.7580 0.4485 -1.4120 -0.27
C 0.5530 0.8031 -2.8793 -0.06
H 2.1346 -4.9590 -2.8326 0.10
H 3.8960 -4.9681 -3.1546 0.07
H 3.3538 -4.7766 -1.3914 0.08
H 4.0470 -2.4509 -2.2492 0.12
H 3.2675 -2.8234 -3.7878 0.10
H 1.8515 -4.4187 1.2288 0.13
H 1.9607 -2.6473 1.5470 0.11
H 0.1517 -3.4138 3.0606 0.08
H -0.6322 -2.5709 1.7194 0.05
H -0.5939 -4.3518 1.7400 0.08
H 0.1511 1.1299 -0.8198 0.02
H 1.7785 0.7606 -1.0744 0.09
H -0.4087 0.6283 -3.3519 0.07
H 0.7335 1.8600 -2.9064 0.05
H 1.2427 0.3080 -3.4999 0.06
C 0.3708 1.3803 3.7590 -0.09
C 1.5178 1.1722 2.7459 -0.21
O 2.1680 2.4951 2.5790 -0.20
P 3.5388 2.5920 1.7452 0.34
O 4.1408 3.8930 1.8168 -0.20
O 4.4827 1.4277 2.2836 -0.21
C 5.5140 1.6959 3.3016 -0.26
C 4.8913 2.1919 4.5245 -0.10
O 3.1451 2.0333 0.3137 -0.20
C 4.1482 1.5872 -0.5814 -0.31
C 4.0359 2.3146 -1.8934 -0.05
H -0.0988 0.4279 4.0122 0.06
H 0.8161 1.8360 4.6601 0.08
H -0.4588 2.0695 3.4382 0.07
H 2.1910 0.4673 3.1593 0.10
H 1.1720 0.9617 1.7049 0.11
H 5.9825 0.6772 3.4697 0.13
H 6.2816 2.3166 2.7741 0.13
H 5.6504 2.2289 5.3262 0.10
H 4.4462 3.1603 4.3067 0.08
H 4.0907 1.4856 4.7843 0.09
H 5.0997 1.7222 -0.0996 0.11
H 4.0936 0.4800 -0.6922 0.11
H 4.0221 3.3863 -1.6556 0.09
H 4.8986 1.9251 -2.4964 0.10
H 3.0984 2.0239 -2.3797 0.05

=====

No. 3
86
Properties=species:S:1:pos:R:3:lowdin_charge:R:1 method="wB97M-V/def2-TZVPD" charge=+2 spin_multiplicity=1 de_lowest_kcal_mol=74.4 homo_lumo_gap_ev=5.738
Pb 0.7208 -0.0577 -2.0836 0.90
C -0.8164 3.3235 2.2771 -0.29
P -0.6281 2.2963 0.7463 0.78
C 1.0337 2.8385 0.1256 -0.31
C -1.6501 3.3540 -0.4085 -0.40
C -2.6867 2.4938 -1.1129 -0.41
P -1.9279 1.1494 -2.1698 0.76
C -3.3629 0.0106 -2.2306 -0.25
C -1.9396 2.0100 -3.7956 -0.24
H -0.4505 4.3380 2.1327 0.05
H -0.3008 2.8555 3.1145 -0.01
H -1.8761 3.3746 2.5190 0.04
H 1.0595 2.6780 -0.9529 0.00
H 1.8350 2.2585 0.5800 0.00
H 1.1939 3.8981 0.3116 0.05
H -0.9913 3.8280 -1.1417 0.08
H -2.1465 4.1455 0.1587 0.09
H -3.3196 3.1100 -1.7580 0.09
H -3.3258 2.0129 -0.3677 0.07
H -4.2688 0.5592 -2.4860 0.06
H -3.4822 -0.4544 -1.2511 0.04
H -3.1848 -0.7764 -2.9634 0.01
H -2.9494 2.3051 -4.0767 0.06
H -1.5215 1.3633 -4.5630 0.03
H -1.3088 2.8977 -3.7190 0.05
N 2.3349 -2.0849 -2.2405 -0.04
H 1.9135 -2.9876 -2.0374 0.05
H 3.2461 -2.0631 -1.7930 0.05
H 2.5125 -2.0653 -3.2521 -0.01
C 4.0772 0.7584 2.5908 -0.19
Si 2.5378 1.4356 3.4904 0.58
C 2.4563 3.3404 3.4104 -0.18
C 2.2732 0.8740 5.2872 -0.20
Sb 0.4361 -0.4526 2.6062 0.91
Si 1.7062 -2.8918 2.9562 0.47
C 3.2857 -2.7896 1.8721 -0.21
C 2.0801 -2.9681 4.8319 -0.21
C 0.5334 -4.2870 2.4091 -0.21
Si -2.2029 -0.8282 3.4256 0.50
C -3.2582 0.5258 2.6041 -0.20
C -2.5635 -2.6207 2.9124 -0.20
C -1.9391 -0.5834 5.2972 -0.21
H 4.9296 1.3924 2.8177 0.05
H 3.9640 0.7496 1.5104 0.03
H 4.3276 -0.2462 2.9154 0.02
H 3.3932 3.7179 3.8148 0.05
H 1.6603 3.7509 4.0242 0.03
H 2.3569 3.7443 2.4096 0.01
H 2.9568 1.4062 5.9416 0.05
H 2.4531 -0.1856 5.4248 0.00
H 1.2673 1.0924 5.6323 0.03
H 3.3428 -1.8629 1.3066 0.00
H 3.2988 -3.6056 1.1552 0.03
H 4.1898 -2.8819 2.4716 0.04
H 2.9844 -2.4285 5.0959 0.02
H 2.2246 -3.9982 5.1428 0.04
H 1.2638 -2.5688 5.4252 0.01
H -0.0653 -3.9997 1.5503 -0.01
H -0.1384 -4.5871 3.2069 0.03
H 1.1062 -5.1674 2.1298 0.04
H -2.8910 0.7631 1.6074 -0.02
H -3.2641 1.4406 3.1909 0.03
H -4.2892 0.1925 2.5097 0.04
H -2.3022 -2.7962 1.8714 0.00
H -3.6192 -2.8497 3.0372 0.05
H -2.0055 -3.3252 3.5245 0.02
H -1.5725 0.4109 5.5340 0.02
H -1.2317 -1.3036 5.6970 0.02
H -2.8736 -0.7193 5.8330 0.04
Br -0.2681 -1.4215 -0.0679 0.05
O -2.0471 -1.8220 -4.2620 0.06
C -1.0239 -1.3734 -4.7347 -0.53
N 0.0820 -1.0542 -4.0187 -0.23
S 1.3322 -0.5516 -4.9866 0.62
O 2.3702 -1.5444 -4.9888 -0.29
O 1.7198 0.7367 -4.4361 -0.40
C 0.3999 -0.5055 -6.4926 -0.21
C 0.7260 -0.0841 -7.7595 -0.01
C -0.2643 -0.1661 -8.7358 -0.03
C -1.5250 -0.6598 -8.4310 -0.03
C -1.8321 -1.0945 -7.1485 0.02
C -0.8490 -1.0195 -6.1757 -0.14
H 1.7094 0.3003 -7.9747 0.13
H -0.0487 0.1630 -9.7407 0.12
H -2.2777 -0.6989 -9.2015 0.12
H -2.8087 -1.4661 -6.8836 0.13

=====

Q: Which value of charge does entry 1 give?
A: 0